# 1
Molecular formula: C33H68BBr3FN6O9P3
Method: DFT, wB97M-V/def2-TZVPD

Each line ends with the Löwdin charge.
Positions of all 124 atoms, in Å:
C  1.420  0.796  -2.691  -0.017
C  0.726  1.383  -1.720  -0.299
N  0.552  0.978  -0.269  -0.149
P  1.459  -0.629  -0.307  0.889
N  0.862  -1.708  -1.248  -0.196
C  -0.908  0.757  0.138  -0.237
C  -1.118  -0.328  1.244  -0.714
O  -1.308  0.039  2.427  -0.055
O  -1.037  -1.538  0.940  -0.055
C  -1.967  0.476  -0.994  -0.548
Br  -3.644  -0.353  -0.339  0.972
C  -1.657  -0.382  -2.255  -0.712
C  -2.045  -1.878  -2.260  -0.262
Br  -2.811  0.398  -3.709  0.652
C  -1.220  2.214  0.662  -0.172
C  -2.659  2.660  1.034  -0.108
C  -3.649  1.882  1.904  -0.233
F  -4.911  1.938  1.265  -0.123
C  0.034  2.865  1.437  -0.331
C  -0.173  4.407  1.488  -0.299
C  1.013  5.278  2.034  -0.068
C  -0.828  5.208  0.312  -0.159
C  -0.323  5.103  -1.139  -0.244
C  0.745  6.158  -1.572  -0.105
P  0.101  2.247  3.265  1.100
C  1.163  3.309  4.375  -0.267
C  -1.559  2.509  4.081  -0.375
C  -1.436  2.736  5.612  -0.142
C  1.164  2.100  0.600  -0.302
B  2.299  1.652  1.687  -0.863
O  3.267  2.546  2.127  0.052
O  2.377  0.434  2.362  -0.073
C  3.614  -0.274  2.218  -0.084
P  2.257  3.142  -0.614  0.782
O  2.795  4.507  0.084  -0.358
Br  4.280  2.067  -0.940  0.396
H  2.405  0.347  -2.626  0.043
H  0.936  0.717  -3.664  0.101
H  0.002  2.128  -2.051  0.117
H  2.805  -0.423  -0.631  0.008
H  1.445  -1.198  0.979  0.071
H  0.595  -2.532  -0.724  0.004
H  -2.324  1.442  -1.353  0.040
H  -0.672  -0.329  -2.691  0.013
H  -3.039  -2.050  -2.652  -0.001
H  -1.386  -2.368  -2.998  0.073
H  -1.860  -2.398  -1.321  0.054
H  -1.091  2.750  -0.299  0.107
H  -2.612  3.650  1.496  0.093
H  -3.174  2.861  0.087  0.124
H  -3.463  0.837  2.131  0.070
H  -3.847  2.388  2.853  0.101
H  -0.915  4.551  2.286  0.108
H  1.296  6.077  1.351  0.063
H  0.736  5.765  2.975  0.085
H  1.907  4.695  2.251  0.034
H  -1.920  5.123  0.288  0.100
H  -0.694  6.263  0.589  0.118
H  -0.049  4.112  -1.509  0.043
H  -1.178  5.380  -1.774  0.110
H  1.326  5.682  -2.373  0.066
H  0.271  7.049  -1.989  0.074
H  1.419  6.444  -0.766  0.047
H  1.325  2.724  5.285  0.045
H  0.682  4.254  4.660  0.035
H  2.148  3.579  3.996  0.019
H  -2.167  3.271  3.588  0.059
H  -2.032  1.528  3.986  0.057
H  -2.396  2.481  6.066  0.074
H  -1.097  3.737  5.874  0.060
H  -0.715  1.989  5.963  0.067
H  3.495  2.344  3.041  0.113
H  3.397  -1.325  2.431  0.100
H  4.409  0.086  2.879  0.097
H  3.994  -0.252  1.188  0.052
H  3.575  4.801  -0.409  0.066
C  -4.606  -4.908  -2.496  -0.318
O  -4.039  -3.910  -2.082  0.001
N  -4.915  -5.134  -3.789  -0.193
C  -5.592  -6.343  -4.212  -0.056
C  -4.556  -4.134  -4.779  -0.041
H  -4.920  -5.722  -1.827  0.112
H  -4.967  -6.884  -4.928  0.086
H  -6.540  -6.086  -4.691  0.087
H  -5.789  -6.986  -3.356  0.081
H  -3.475  -3.980  -4.770  0.087
H  -5.038  -3.186  -4.536  0.093
H  -4.869  -4.460  -5.769  0.083
C  -3.545  -8.135  -0.995  -0.357
O  -4.667  -7.705  -0.786  -0.016
N  -2.556  -8.202  -0.097  -0.190
C  -1.248  -8.731  -0.444  -0.054
C  -2.799  -7.730  1.256  -0.032
H  -3.246  -8.512  -1.989  0.133
H  -1.024  -9.593  0.189  0.090
H  -0.495  -7.961  -0.287  0.074
H  -1.223  -9.040  -1.486  0.081
H  -3.618  -8.298  1.699  0.092
H  -3.084  -6.678  1.230  0.097
H  -1.902  -7.850  1.858  0.087
C  1.269  -6.808  -3.066  -0.350
O  1.207  -7.224  -1.923  0.002
N  1.426  -5.518  -3.408  -0.194
C  1.494  -5.088  -4.789  -0.056
C  1.528  -4.523  -2.353  -0.059
H  1.197  -7.482  -3.937  0.132
H  2.451  -4.593  -4.972  0.089
H  0.684  -4.385  -4.995  0.088
H  1.403  -5.940  -5.460  0.081
H  2.383  -4.759  -1.716  0.094
H  0.624  -4.551  -1.744  0.089
H  1.652  -3.531  -2.775  0.060
C  4.831  6.180  2.120  -0.351
O  4.698  7.389  2.094  0.017
N  5.949  5.532  2.502  -0.191
C  6.034  4.084  2.504  -0.050
C  7.100  6.313  2.923  -0.040
H  4.019  5.497  1.824  0.106
H  6.245  3.738  3.519  0.094
H  6.840  3.768  1.838  0.093
H  5.099  3.641  2.163  0.050
H  6.829  6.935  3.777  0.093
H  7.417  6.967  2.110  0.093
H  7.918  5.651  3.198  0.085

Cartesian forces (eV/Å) of the 6 atoms listed first:
C 0.4022 -0.3987 0.1606
C -1.5259 0.0949 -0.8517
N 2.4378 0.7345 -0.8090
P -0.6084 -3.9111 0.9848
N 0.9164 0.5382 -1.0613
C -2.2898 1.1550 1.1103

Output
energy	-11174.55055	hartree
HOMO	-7.48	eV
net charge	0
2S+1	1
structure (SMILES)	C=C[N@+]1([PH2]=N)[C@](C(=O)[O-])([C@H](Br)[C@@H](C)Br)[C@@H](CCF)[C@@]([C@@H](C)CCC)(P(C)CC)[C@]1(B(O)OC)P(O)Br.CN(C)C=O.CN(C)C=O.CN(C)C=O.CN(C)C=O
orbital gap	6.648	eV


# 2
Molecular formula: C10H15NO4
Method: DFT, wB97M-V/def2-TZVPD

Each line ends with the Löwdin charge.
Positions of all 30 atoms, in Å:
C  0.299  -1.061  -2.558  -0.095
C  -0.458  -0.332  -1.604  -0.168
C  -0.364  -0.367  -0.306  0.070
C  -1.414  0.767  -2.004  -0.149
C  -1.168  0.687  0.295  -0.359
C  1.890  -1.589  -0.893  -0.273
C  1.056  -1.169  0.365  -0.408
C  2.867  -2.842  -0.630  -0.024
C  -2.296  2.891  1.696  -0.080
C  -0.986  2.301  2.138  -0.199
N  1.212  -1.861  -2.162  0.097
O  -1.898  1.296  -0.809  -0.049
O  0.523  -2.186  1.235  0.008
O  1.797  -0.303  1.123  0.046
O  -0.422  1.470  1.102  -0.083
H  -0.131  -1.295  -3.549  0.131
H  -0.796  1.433  -2.636  0.136
H  -2.411  0.477  -2.468  0.155
H  -1.919  0.216  1.021  0.190
H  2.482  -0.704  -0.968  0.137
H  2.140  -3.742  -0.920  0.119
H  3.102  -2.871  0.353  0.006
H  3.723  -2.872  -1.380  0.094
H  -3.258  2.341  1.866  0.101
H  -2.489  3.675  2.444  0.083
H  -2.155  3.252  0.703  0.070
H  -1.184  1.781  3.007  0.094
H  -0.206  3.058  2.212  0.133
H  1.310  -2.624  1.644  0.110
H  1.154  0.172  1.681  0.108

Cartesian forces (eV/Å) of the 6 atoms listed first:
C -0.0488 -3.0944 0.0480
C -1.5773 1.9245 -1.2534
C 4.5268 -1.7144 1.4394
C -1.0729 -0.9749 -0.9720
C -3.4267 -1.5106 2.0666
C 0.5064 -1.8544 1.1671

Output
energy	-745.62370	hartree
energy relative to the best compared isomer or geometry (same formula, charge and spin)	107.46	kcal/mol
HOMO	-9.16	eV
net charge	0
2S+1	1
structure (SMILES)	CCO[C@H]1OCC2=C1C(O)(O)[C@@H](C)N=C2
orbital gap	9.424	eV


Q: Which of these has the highest HOMO?
A: C33H68BBr3FN6O9P3


Q: Which of these has the highest HOMO?
A: C33H68BBr3FN6O9P3


Q: The highest orbital gap belongs to which entry?
A: C10H15NO4